{
  "formula": "C24H64FN2O10PS",
  "method": "ωB97M-V/def2-TZVPD",
  "symbols": ["N", "P", "O", "O", "N", "S", "O", "O", "F", "H", "H", "H", "H", "C", "C", "O", "C", "C", "H", "H", "H", "H", "H", "H", "H", "H", "H", "H", "C", "C", "O", "C", "C", "H", "H", "H", "H", "H", "H", "H", "H", "H", "H", "C", "C", "O", "C", "C", "H", "H", "H", "H", "H", "H", "H", "H", "H", "H", "C", "C", "O", "C", "C", "H", "H", "H", "H", "H", "H", "H", "H", "H", "H", "C", "C", "O", "C", "C", "H", "H", "H", "H", "H", "H", "H", "H", "H", "H", "C", "C", "O", "C", "C", "H", "H", "H", "H", "H", "H", "H", "H", "H", "H"],
  "xyz": [[3.10, 0.18, 4.49], [4.61, 0.57, 4.26], [4.67, 1.82, 3.16], [5.38, -0.76, 3.57], [5.52, 0.96, 5.72], [5.14, 2.46, 6.41], [5.81, 2.55, 7.73], [5.64, 3.49, 5.48], [3.53, 2.68, 6.58], [2.99, -0.80, 4.19], [3.79, 1.88, 2.76], [6.30, -0.53, 3.36], [5.51, 0.19, 6.39], [-0.09, 2.15, 4.50], [-0.45, 1.61, 3.13], [-0.86, 0.25, 3.14], [-2.01, -0.05, 3.92], [-3.26, 0.69, 3.48], [0.70, 1.54, 4.95], [0.26, 3.18, 4.42], [-0.94, 2.14, 5.18], [0.43, 1.65, 2.49], [-1.21, 2.23, 2.65], [-1.80, 0.12, 4.98], [-2.18, -1.12, 3.81], [-3.15, 1.77, 3.58], [-4.12, 0.39, 4.08], [-3.48, 0.48, 2.43], [4.82, -3.51, -2.06], [5.88, -2.58, -1.50], [5.47, -1.89, -0.32], [5.14, -2.71, 0.79], [6.29, -3.59, 1.27], [3.90, -2.97, -2.26], [5.17, -3.98, -2.98], [4.58, -4.31, -1.35], [6.10, -1.81, -2.24], [6.82, -3.11, -1.32], [4.25, -3.31, 0.56], [4.86, -2.03, 1.59], [6.60, -4.30, 0.50], [5.99, -4.16, 2.15], [7.15, -2.98, 1.52], [-7.75, 2.81, 1.33], [-6.26, 2.84, 1.62], [-5.55, 1.74, 1.08], [-5.61, 1.59, -0.33], [-5.04, 2.78, -1.10], [-8.19, 1.89, 1.71], [-8.24, 3.66, 1.81], [-7.96, 2.86, 0.26], [-6.10, 2.80, 2.70], [-5.81, 3.78, 1.28], [-6.63, 1.36, -0.65], [-5.01, 0.70, -0.57], [-5.61, 3.69, -0.90], [-5.07, 2.59, -2.17], [-4.01, 2.96, -0.80], [0.66, -6.03, -4.23], [2.10, -5.59, -4.02], [3.00, -6.67, -3.84], [3.10, -7.59, -4.91], [3.55, -6.97, -6.22], [0.32, -6.63, -3.39], [0.01, -5.16, -4.33], [0.54, -6.63, -5.13], [2.16, -4.98, -3.12], [2.44, -4.95, -4.84], [2.15, -8.13, -5.03], [3.83, -8.34, -4.60], [2.85, -6.22, -6.58], [3.65, -7.74, -6.99], [4.52, -6.48, -6.09], [-5.04, 8.29, -3.45], [-4.93, 7.47, -2.17], [-4.18, 6.27, -2.33], [-2.83, 6.44, -2.72], [-2.00, 7.25, -1.75], [-5.47, 7.70, -4.25], [-5.66, 9.17, -3.28], [-4.06, 8.64, -3.79], [-5.94, 7.16, -1.87], [-4.53, 8.07, -1.35], [-2.77, 6.85, -3.73], [-2.41, 5.43, -2.78], [-2.37, 8.27, -1.65], [-0.96, 7.30, -2.08], [-2.03, 6.80, -0.75], [-2.21, -2.10, 0.36], [-0.72, -2.07, 0.66], [-0.01, -3.17, 0.12], [-0.06, -3.32, -1.29], [0.50, -2.13, -2.05], [-2.66, -3.02, 0.74], [-2.71, -1.25, 0.84], [-2.42, -2.05, -0.71], [-0.57, -2.11, 1.74], [-0.27, -1.13, 0.32], [-1.09, -3.54, -1.61], [0.53, -4.20, -1.53], [-0.07, -1.22, -1.86], [0.47, -2.32, -3.13], [1.53, -1.94, -1.75]],
  "lowdin_charge": [-0.170, 0.545, -0.156, -0.171, -0.186, 0.678, -0.285, -0.292, -0.175, 0.000, 0.078, 0.082, 0.103, -0.083, -0.278, -0.175, -0.277, -0.078, 0.056, 0.077, 0.065, 0.110, 0.106, 0.107, 0.115, 0.068, 0.082, 0.062, -0.078, -0.278, -0.160, -0.280, -0.078, 0.069, 0.080, 0.071, 0.118, 0.106, 0.110, 0.091, 0.066, 0.079, 0.078, -0.080, -0.280, -0.175, -0.277, -0.078, 0.082, 0.077, 0.065, 0.116, 0.107, 0.106, 0.115, 0.063, 0.080, 0.082, -0.077, -0.286, -0.161, -0.281, -0.081, 0.086, 0.074, 0.066, 0.097, 0.109, 0.106, 0.118, 0.065, 0.077, 0.081, -0.081, -0.281, -0.170, -0.281, -0.081, 0.082, 0.077, 0.065, 0.117, 0.106, 0.106, 0.117, 0.065, 0.078, 0.082, -0.067, -0.272, -0.156, -0.284, -0.074, 0.085, 0.062, 0.065, 0.110, 0.108, 0.107, 0.103, 0.067, 0.073, 0.073],
  "smiles": "N=P(O)(O)NS(=O)(=O)F.CCOCC.CCOCC.CCOCC.CCOCC.CCOCC.CCOCC",
  "de_lowest_kj_mol": 181.3,
  "orbital_gap_ha": 0.3381,
  "energy_ev": -72219.994,
  "homo_ha": -0.3461
}